Molecular formula: C3H12N4
Method: DFT, ωB97M-V with the def2-TZVPD basis set

Cartesian coordinates (Å):
N (-2.068, 0.011, -1.474)
N (1.028, 3.989, -1.314)
N (1.472, -1.747, 1.217)
N (-0.353, 1.676, -0.980)
C (-1.221, 0.953, -1.220)
C (0.451, -2.442, 0.877)
C (-0.440, -3.156, 1.894)
H (0.913, 4.872, -1.672)
H (1.710, -1.670, 2.247)
H (-1.396, -2.684, 2.139)
H (0.339, -2.204, -0.194)
H (2.020, -1.124, 0.608)
H (0.147, 3.435, -1.286)
H (-3.063, 0.265, -1.013)
H (-0.572, -4.202, 1.698)
H (-2.006, -0.333, -2.353)
H (0.106, -3.127, 2.825)
H (1.711, 3.464, -1.730)
H (1.221, 4.025, -0.271)

As for the total charge: +2. The calculation puts the relative energy (zero: lowest compared OMol25 entry of this formula, charge and spin) at 23.18 kcal per mole. The value obtained for the LUMO energy is -0.273 Eh.

Results of the Mulliken charge analysis, in e, for atoms 1 through 8:
1. N -0.47
2. N -0.43
3. N -0.25
4. N -0.52
5. C 0.35
6. C 0.36
7. C -1.01
8. H 0.36